# 1
DFT (ωB97M-V with the def2-TZVPD basis set) results for a structure of composition C19H46FN3O8PS2 at a distorted geometry.

```
80
Properties=species:S:1:pos:R:3:forces:R:3:lowdin_charge:R:1
C 0.61985 2.59714 -5.74068 0.0 0.2 -0.2 -0.157
C -0.66364 3.34093 -5.34881 0.8 -0.3 0.0 -0.456
P -1.86078 2.55196 -4.20687 -1.0 0.9 0.1 0.903
C -2.65104 1.12570 -5.07164 0.1 0.0 -0.2 -0.447
C -2.20437 0.87241 -6.50910 -0.1 -0.3 0.0 -0.173
S -0.73029 1.77172 -2.55405 0.2 -0.7 0.6 0.321
O 0.45006 2.60334 -2.46417 0.1 0.1 -0.2 -0.375
O -1.64893 1.88471 -1.43780 -0.3 0.0 -0.2 -0.423
N -0.45129 0.18891 -2.64452 0.4 0.6 -0.5 -0.355
S 0.54812 -0.39626 -3.73977 -0.2 -0.5 0.4 0.511
O -0.15052 -0.72845 -4.97519 0.0 0.0 0.0 -0.352
O 1.79678 0.30503 -3.91357 0.1 0.2 0.0 -0.331
C 0.95368 -1.95941 -2.95845 0.2 -0.2 0.0 -0.196
C 1.06667 -3.08229 -3.97123 0.0 0.4 -0.3 -0.411
C 2.12745 -2.86780 -5.04188 -0.1 -0.1 0.0 -0.039
F 1.37837 -4.24582 -3.25158 0.0 -0.2 0.1 -0.051
H 1.05239 3.04494 -6.64042 0.0 0.1 0.0 0.065
H 1.35571 2.66261 -4.94448 0.0 -0.1 0.1 0.055
H 0.45062 1.54607 -5.95113 0.0 0.0 0.0 0.031
H -1.21099 3.65791 -6.23805 -0.3 -0.1 0.0 0.059
H -0.38340 4.26134 -4.83496 -0.1 0.1 0.0 0.058
H -3.71518 1.36731 -5.07944 -0.1 0.0 0.1 0.051
H -2.53321 0.23121 -4.46243 0.2 -0.1 0.0 0.057
H -1.16391 0.57136 -6.55607 0.0 0.0 0.0 0.031
H -2.36715 1.74183 -7.14479 0.0 0.1 0.0 0.060
H -2.78944 0.04707 -6.92190 0.0 0.0 -0.1 0.068
H 1.92166 -1.82263 -2.47788 0.0 0.1 0.1 0.111
H 0.22175 -2.19514 -2.19185 -0.1 0.1 0.0 0.090
H 0.10427 -3.23940 -4.45477 -0.1 -0.2 0.1 0.132
H 1.66032 -2.50464 -5.95309 0.0 0.2 0.0 0.076
H 2.88258 -2.14831 -4.73448 0.1 0.0 0.1 0.078
H 2.60355 -3.82152 -5.26663 0.0 -0.1 0.0 0.075
C -1.29788 4.90505 5.64684 0.0 -0.1 0.0 -0.126
O -2.17295 3.85082 5.31430 0.1 0.1 0.0 -0.195
C -3.10948 4.15667 4.28556 -0.2 -0.1 0.0 -0.221
C -2.79500 3.43467 2.99381 0.2 0.0 0.0 -0.224
N -1.58930 3.94997 2.36768 0.1 -0.1 0.1 -0.049
C -1.09980 3.15719 1.22863 0.0 0.2 0.2 -0.184
C -0.69282 1.71031 1.47766 0.1 0.1 -0.1 -0.212
O 0.48602 1.56779 2.27330 -0.1 0.0 0.2 -0.193
C 0.29047 1.64420 3.66570 0.2 -0.1 -0.1 -0.113
H -0.77963 4.62065 6.56200 0.0 0.0 0.0 0.085
H -0.54977 5.08702 4.86784 0.0 0.1 0.0 0.078
H -1.84651 5.83479 5.83072 0.0 0.0 0.0 0.084
H -3.15851 5.23782 4.12175 0.1 0.0 0.0 0.118
H -4.08967 3.82444 4.64067 0.0 0.0 0.0 0.117
H -3.63420 3.57580 2.30550 0.0 0.0 0.0 0.125
H -2.73239 2.36115 3.22260 -0.1 0.0 0.0 0.105
H -0.85836 4.00959 3.06315 0.0 0.0 0.0 0.062
H -0.22603 3.67389 0.82775 0.0 0.0 -0.1 0.127
H -1.85321 3.17420 0.44445 0.0 -0.1 0.0 0.099
H -0.45272 1.28003 0.50845 0.0 0.0 0.0 0.094
H -1.50512 1.10145 1.89567 0.0 0.1 0.1 0.118
H -0.67626 1.22772 3.96543 0.0 0.0 0.0 0.089
H 0.37065 2.67062 4.03907 -0.1 0.0 0.1 0.070
H 1.08229 1.06265 4.14515 0.0 0.0 0.0 0.075
C 2.41300 -6.14450 3.59711 -0.1 0.0 0.0 -0.121
O 1.35240 -5.36229 4.10128 0.1 0.0 0.0 -0.192
C 1.75285 -4.25641 4.90034 -0.1 0.1 0.1 -0.222
C 1.52619 -2.93638 4.19599 0.0 0.0 -0.2 -0.222
N 2.44051 -2.75909 3.07887 -0.1 -0.1 0.0 -0.049
C 2.13745 -1.61611 2.21270 0.2 -0.1 0.1 -0.182
C 0.79911 -1.57669 1.48968 0.0 0.1 -0.1 -0.207
O 0.66044 -2.54833 0.46519 0.0 -0.1 0.1 -0.180
C 0.26367 -3.83384 0.88387 0.0 0.0 -0.2 -0.102
H 1.97742 -7.05240 3.18264 0.0 0.0 0.0 0.086
H 2.96665 -5.63351 2.80231 0.1 0.0 0.0 0.078
H 3.11357 -6.42343 4.39103 0.0 0.0 0.0 0.084
H 2.79984 -4.35902 5.20290 0.0 0.0 -0.1 0.119
H 1.13707 -4.27723 5.80442 0.0 0.0 0.0 0.118
H 1.69055 -2.12725 4.91535 0.0 0.0 0.0 0.122
H 0.47095 -2.90108 3.89221 0.0 0.0 0.1 0.107
H 2.44082 -3.59892 2.51604 0.0 0.0 0.0 0.067
H 2.91992 -1.57259 1.45214 0.0 0.0 0.0 0.124
H 2.22613 -0.70287 2.80814 0.0 0.0 0.0 0.106
H 0.74105 -0.61149 0.99160 0.0 0.0 -0.1 0.109
H -0.05489 -1.62407 2.17829 0.0 -0.1 0.0 0.117
H -0.41470 -3.79062 1.74165 0.0 0.0 0.0 0.087
H 1.12065 -4.46913 1.13427 0.0 0.0 0.1 0.072
H -0.26019 -4.30308 0.04996 0.0 0.0 0.0 0.088
```
Forces are in eV/Å.

The net charge is -1. Its HOMO-LUMO gap is 7.62 eV. The total energy comes out at -2755.269531 a.u.

***

# 2
DFT (ωB97M-V with the def2-TZVPD basis set) results for a cluster of 2 separate species, CH6NPS in total at a distorted geometry.

```
10
Properties=species:S:1:pos:R:3:forces:R:3:nbo_charge:R:1
C 0.05887 1.98122 -0.54743 -4.0 1.1 2.0 -0.708
N -0.54725 -2.01187 0.69763 -0.5 -3.1 1.2 -1.225
P -0.19135 -0.92093 -0.42935 2.7 0.2 -1.7 0.834
S -0.55207 0.79749 0.70588 0.6 -0.2 0.5 -0.128
H -0.01332 2.98913 0.01977 -0.7 -1.4 -1.6 0.242
H -0.57024 1.69386 -1.41237 0.7 1.3 0.1 0.239
H 1.04817 1.88200 -0.64582 3.7 -0.9 -0.9 0.214
H -0.93221 -1.75869 1.60215 0.3 -0.5 -0.2 0.412
H -0.25302 -3.02354 0.52640 -0.7 2.2 0.6 0.431
H 1.95242 -1.62866 -0.51686 -1.9 1.1 0.1 -0.310
```
Forces are in eV/Å.

Its energy above the lowest of the compared OMol25 structures with the same formula, charge and spin is 308.5 kJ/mol. Its HOMO-LUMO gap is 7.49 eV. The total energy comes out at -835.884706 a.u.

***

# 3
DFT (ωB97M-V with the def2-TZVPD basis set) results for a structure of composition C49H47N2O4P2SSiTi at a distorted geometry.

```
107
Properties=species:S:1:pos:R:3:forces:R:3:lowdin_charge:R:1
Ti 0.24613 -1.40105 0.59385 0.1 1.0 -0.3 0.707
N 3.33920 -2.80257 -1.59536 0.1 -0.1 -0.1 0.040
C 3.45197 -1.92695 -0.42097 0.0 0.0 0.0 -0.199
C 2.99908 -2.73356 0.77714 -0.1 0.3 0.2 -0.486
O 3.74110 -3.52927 1.30977 0.0 -0.1 -0.2 0.099
N 1.66927 -2.57069 1.15675 0.2 -0.6 0.1 -0.082
C 1.11319 -3.75049 1.83366 0.1 -0.1 0.0 -0.108
C -0.25656 -4.03565 1.23056 -0.1 0.1 -0.2 -0.533
O -0.85992 -5.05871 1.31644 0.0 0.1 0.0 0.149
O -0.74078 -2.93976 0.55985 -0.1 -0.7 0.2 -0.233
H 3.75370 -3.70446 -1.37146 0.0 0.1 0.0 0.087
H 3.91376 -2.42254 -2.34106 0.0 0.0 0.0 0.074
H 2.81273 -1.05476 -0.58093 0.1 -0.4 0.0 0.058
H 4.47396 -1.58627 -0.22337 -0.2 -0.1 -0.1 0.109
H 0.98572 -3.60642 2.90710 0.0 0.0 0.0 0.110
H 1.76558 -4.61785 1.70547 -0.1 0.1 0.0 0.139
C -1.00415 -2.49237 4.09541 0.0 0.0 0.0 -0.181
Si -0.60879 -1.00754 3.00159 0.0 0.2 0.1 0.653
C 0.64962 0.05941 3.93031 -0.1 0.0 0.0 -0.278
C 0.69019 0.09589 5.32988 0.0 0.0 0.0 -0.085
C 1.48739 1.00551 6.00094 0.0 0.0 0.0 -0.057
C 2.26062 1.91802 5.28706 0.0 0.0 0.1 -0.058
C 2.25123 1.89061 3.90682 0.0 0.0 -0.1 -0.082
C 1.46719 0.95073 3.23439 0.1 0.0 0.0 -0.382
P 1.46762 0.90241 1.41685 0.1 0.1 0.1 1.081
C 3.22226 0.83951 0.93622 0.0 0.2 0.1 -0.365
C 3.59341 1.18620 -0.36510 0.0 0.1 0.0 -0.138
C 4.91301 1.08698 -0.77038 0.0 0.0 0.0 -0.071
C 5.87586 0.60929 0.11007 0.0 0.0 0.0 -0.074
C 5.50819 0.21772 1.38715 0.0 0.0 0.0 -0.062
C 4.18794 0.33202 1.80181 0.0 0.1 0.0 -0.077
C 0.89039 2.59267 1.01209 0.0 0.0 0.1 -0.350
C -0.38912 2.90298 1.47798 0.0 0.1 0.1 -0.102
C -0.94487 4.14780 1.24837 0.1 0.0 0.0 -0.057
C -0.22358 5.10937 0.55159 0.0 0.0 0.0 -0.070
C 1.05454 4.81831 0.10644 0.0 0.0 0.0 -0.068
C 1.61509 3.56664 0.33627 0.0 0.0 0.0 -0.076
C -2.19535 0.04409 3.00029 0.0 0.0 0.1 -0.300
C -2.72109 0.47783 4.22356 0.1 0.0 0.0 -0.080
C -3.82584 1.30569 4.28384 0.0 0.0 -0.1 -0.056
C -4.44310 1.72247 3.10911 0.0 0.0 0.0 -0.059
C -3.95578 1.29580 1.88865 0.0 0.0 0.0 -0.065
C -2.84159 0.45834 1.83383 0.0 0.0 -0.1 -0.385
P -2.19509 -0.18565 0.25773 -0.1 -0.1 0.0 1.070
C -2.43497 1.13786 -0.96999 -0.1 0.0 0.0 -0.357
C -1.33959 1.90337 -1.36052 0.1 0.0 0.0 -0.120
C -1.48888 2.94904 -2.25932 0.0 0.0 0.0 -0.068
C -2.73834 3.23294 -2.78906 0.0 0.0 0.0 -0.067
C -3.83651 2.46593 -2.42094 0.0 0.0 0.0 -0.061
C -3.68683 1.42505 -1.51819 0.0 0.0 0.0 -0.105
C -3.40036 -1.47855 -0.20112 0.0 0.0 0.1 -0.347
C -3.81234 -1.69194 -1.51281 0.0 0.0 -0.1 -0.121
C -4.63460 -2.76483 -1.82424 0.0 0.0 0.0 -0.069
C -5.04538 -3.63994 -0.83020 0.0 0.0 0.0 -0.066
C -4.63723 -3.43421 0.48024 0.0 0.0 0.0 -0.054
C -3.82137 -2.36036 0.79258 0.0 0.0 0.0 -0.078
H -1.73945 -2.19018 4.84451 0.0 0.0 0.0 0.037
H -0.12647 -2.86446 4.62303 0.0 0.0 0.0 0.038
H -1.44245 -3.32274 3.54153 0.0 0.0 0.0 0.032
H 0.08984 -0.59801 5.90391 0.0 0.0 0.0 0.101
H 1.50433 1.01479 7.08229 0.0 0.0 0.0 0.111
H 2.87205 2.64029 5.80984 0.0 0.0 0.0 0.111
H 2.85956 2.59387 3.34913 0.0 0.0 0.0 0.118
H 2.84437 1.51668 -1.07546 0.0 0.0 0.0 0.111
H 5.19079 1.37505 -1.77461 0.0 0.0 -0.1 0.111
H 6.90692 0.53157 -0.20383 0.0 0.0 0.0 0.112
H 6.24830 -0.17817 2.06900 0.0 0.0 0.0 0.117
H 3.91550 0.02375 2.80290 0.0 0.0 0.0 0.115
H -0.95422 2.17194 2.03985 0.0 -0.1 0.0 0.089
H -1.93771 4.36686 1.61733 0.0 0.0 0.0 0.113
H -0.65190 6.08547 0.37100 0.0 0.0 0.0 0.110
H 1.63093 5.57001 -0.41603 0.0 0.0 0.0 0.109
H 2.62313 3.37635 -0.00190 0.0 0.0 0.0 0.091
H -2.24404 0.18204 5.14992 0.0 0.0 0.0 0.099
H -4.20467 1.63478 5.24137 0.0 0.0 0.0 0.111
H -5.30298 2.37626 3.14777 0.0 0.0 0.0 0.110
H -4.44301 1.62945 0.98340 0.0 0.0 -0.1 0.098
H -0.35788 1.69132 -0.95379 -0.1 0.0 -0.1 0.075
H -0.62763 3.53950 -2.53989 0.0 0.0 0.0 0.111
H -2.86036 4.04823 -3.48888 0.0 0.0 0.0 0.109
H -4.81190 2.67820 -2.83572 0.0 0.0 0.0 0.111
H -4.54754 0.82253 -1.25642 0.0 0.1 0.0 0.108
H -3.50781 -1.01222 -2.30032 0.0 -0.1 0.0 0.086
H -4.95953 -2.91121 -2.84503 0.0 0.0 0.0 0.108
H -5.68485 -4.47621 -1.07374 0.0 0.0 0.0 0.109
H -4.95070 -4.11246 1.26096 0.0 0.0 0.0 0.113
H -3.51155 -2.21285 1.82037 0.0 0.0 0.0 0.107
C 1.83969 0.91849 -7.54892 0.0 0.0 0.0 -0.036
C 1.28165 0.40083 -6.25634 0.0 0.0 0.0 -0.250
C -0.02493 0.68877 -5.88081 0.0 0.0 0.1 -0.019
C -0.55161 0.19396 -4.69557 0.1 0.0 0.0 -0.062
C 0.24519 -0.61003 -3.89689 0.1 0.0 0.0 -0.397
C 1.56064 -0.90844 -4.24108 -0.1 0.0 -0.1 -0.049
C 2.06766 -0.39578 -5.41774 0.0 0.0 0.0 -0.016
S -0.46030 -1.21318 -2.40706 0.2 0.0 -0.1 1.014
C -0.20468 -2.98140 -2.58544 0.1 0.1 0.0 -0.179
O 0.56053 -0.77489 -1.31043 -0.4 -0.2 0.0 -0.627
H 1.30288 1.80308 -7.88542 0.0 0.0 0.0 0.082
H 1.75277 0.16037 -8.32893 0.0 0.0 0.0 0.094
H 2.89458 1.16892 -7.45197 0.0 0.0 0.0 0.084
H -0.63586 1.31730 -6.51430 0.0 0.0 0.0 0.121
H -1.55883 0.44449 -4.39046 -0.1 0.0 0.0 0.111
H 2.16676 -1.52453 -3.59068 0.0 0.0 0.1 0.095
H 3.08939 -0.61354 -5.69923 0.0 0.0 0.0 0.122
H -0.38801 -3.22874 -3.62834 -0.1 -0.1 0.0 0.077
H 0.83277 -3.19631 -2.30811 0.0 0.0 -0.1 0.055
H -0.90730 -3.49389 -1.93145 0.0 0.0 0.0 0.055
```
Forces are in eV/Å.

Its energy above the lowest of the compared OMol25 structures with the same formula, charge and spin is 48.8 kJ/mol. The net charge is +1. Its HOMO-LUMO gap is 7.69 eV. The total energy comes out at -4525.698567 a.u.

***

# 4
DFT (ωB97M-V with the def2-TZVPD basis set) results for a structure of composition C27H37IN3OPRuSSi2Te.

```
75
Properties=species:S:1:pos:R:3:forces:R:3:lowdin_charge:R:1
Ru 0.43970 0.86740 -0.37929 0.1 0.5 -0.5 0.106
C -0.02373 -1.05891 2.78178 0.1 -0.1 -0.1 -0.223
Si 0.37175 0.67046 2.06527 -0.2 -0.2 -0.1 0.375
C -0.83472 1.77309 3.02893 -0.1 -0.1 0.0 -0.258
C 2.02515 1.03213 2.91109 0.0 0.0 0.0 -0.326
C 2.18084 1.21863 4.28967 -0.1 0.0 0.0 -0.105
C 3.43650 1.38426 4.84771 0.1 0.0 0.0 -0.112
C 4.56490 1.35501 4.02880 0.0 0.0 0.1 -0.113
C 4.41783 1.16641 2.66572 0.0 0.0 -0.1 -0.112
C 3.15015 1.01155 2.09128 0.0 0.1 0.0 -0.321
Si 2.82578 0.74729 0.24256 0.1 0.0 0.2 0.392
C 3.90484 -0.82880 -0.02714 0.0 0.0 0.0 -0.221
C 3.91260 2.06168 -0.58933 0.0 0.0 -0.1 -0.277
H 0.17645 -1.03104 3.85806 0.0 0.0 0.0 0.018
H 0.61634 -1.83603 2.34729 0.0 0.0 0.0 0.015
H -1.06426 -1.34251 2.62352 -0.1 0.0 0.0 0.009
H -1.01201 1.33545 4.01781 0.0 0.0 0.0 0.022
H -1.79861 1.86199 2.53572 0.0 0.0 0.0 -0.023
H -0.42563 2.77523 3.15373 0.0 0.0 0.0 -0.005
H 1.30709 1.24158 4.93496 0.0 0.0 0.0 0.093
H 3.54538 1.53576 5.91616 0.0 0.0 0.0 0.088
H 5.55216 1.48240 4.45945 0.0 0.0 0.0 0.088
H 5.30514 1.15071 2.03836 0.0 0.0 0.0 0.090
H 4.72776 -0.76489 0.68910 0.0 0.0 0.0 0.014
H 4.35182 -0.86984 -1.02384 0.0 0.0 0.0 0.008
H 3.38947 -1.77303 0.16931 0.0 0.0 0.0 0.010
H 4.94852 1.92946 -0.25892 0.0 0.0 0.0 0.014
H 3.58144 3.06033 -0.30501 0.0 0.0 0.0 -0.022
H 3.88436 1.99883 -1.67974 0.0 0.0 0.0 -0.014
Te 0.82951 1.96071 -2.86907 0.0 -0.2 -0.1 0.766
C 0.42618 0.68593 -4.54048 0.1 0.2 0.0 -0.996
C 0.05731 -0.62593 -4.66835 -0.1 -0.1 0.2 -0.283
C -0.18010 -1.02992 -6.01165 0.0 0.0 -0.1 -0.222
C 0.01021 -0.01880 -6.90523 0.0 -0.1 0.0 -0.462
S 0.48267 1.41656 -6.09893 0.0 0.0 0.0 0.875
H -0.05297 -1.29018 -3.81986 0.0 0.1 -0.1 0.075
H -0.48392 -2.02871 -6.29604 0.0 0.0 0.0 0.089
H -0.09904 -0.05102 -7.97763 0.0 0.0 0.0 0.049
I 0.57608 3.48974 0.23367 0.1 0.3 0.2 0.243
C -2.58251 0.01170 -2.19596 0.0 0.1 -0.1 -0.256
P -2.04285 1.15086 -0.86817 0.0 -0.4 0.3 0.794
C -2.58283 2.73882 -1.59692 0.0 0.0 0.0 -0.322
C -3.39980 0.95808 0.35944 0.0 0.1 0.0 -0.352
C -3.72580 2.03771 1.18012 -0.1 0.0 -0.1 -0.128
C -4.73675 1.94126 2.12419 0.0 0.0 0.0 -0.092
C -5.44811 0.75858 2.26239 0.0 0.0 0.0 -0.106
C -5.14168 -0.32056 1.44584 0.0 0.0 0.0 -0.092
C -4.12828 -0.22016 0.50356 -0.1 0.0 0.0 -0.105
H -2.24284 -1.00217 -2.00031 -0.1 0.1 0.0 0.023
H -2.11186 0.35381 -3.11798 0.0 0.0 0.0 0.021
H -3.66748 0.01678 -2.31819 0.0 0.0 0.0 0.049
H -3.65877 2.71469 -1.77720 0.0 0.0 0.0 0.049
H -2.03977 2.88403 -2.53016 0.0 0.0 0.0 -0.009
H -2.32885 3.56548 -0.93538 0.0 0.0 0.0 -0.010
H -3.17740 2.96745 1.08439 0.0 0.0 0.0 0.100
H -4.96167 2.79087 2.75714 0.0 0.0 0.0 0.100
H -6.23598 0.67925 3.00148 0.0 0.0 0.0 0.092
H -5.69320 -1.24840 1.54241 0.0 0.0 0.0 0.094
H -3.89025 -1.07538 -0.11230 0.0 0.0 0.0 0.084
C -1.43688 -4.13590 0.63112 0.0 0.0 0.0 -0.011
N -0.48209 -3.38526 -0.17330 -0.1 0.2 0.3 -0.038
C 0.59488 -3.99817 -0.71025 0.1 -0.2 -0.2 -0.063
C 1.50277 -3.31520 -1.42492 -0.2 0.2 0.1 -0.005
C 1.31908 -1.89152 -1.52444 -0.1 -0.4 -0.2 -0.412
N 0.33810 -1.25275 -0.87947 0.3 -0.1 0.2 0.058
C -0.64750 -1.98545 -0.24800 0.3 -0.3 -0.4 -0.513
O -1.66005 -1.49457 0.19748 0.0 -0.1 0.3 -0.031
N 2.14197 -1.23297 -2.33348 0.1 0.4 0.3 0.145
H -1.59611 -5.11292 0.17651 0.0 0.0 0.0 0.088
H -2.36846 -3.58099 0.65935 0.0 0.0 0.0 0.088
H -1.07151 -4.25282 1.65265 0.0 0.0 0.0 0.097
H 0.65914 -5.06902 -0.56458 0.0 0.0 0.0 0.129
H 2.33952 -3.79943 -1.90110 0.0 0.0 0.0 0.110
H 3.03091 -1.64843 -2.55247 -0.1 -0.1 -0.1 0.109
H 2.10995 -0.21029 -2.29288 -0.1 -0.1 -0.1 -0.030
```
Forces are in eV/Å.

Its energy above the lowest of the compared OMol25 structures with the same formula, charge and spin is 14.6 kJ/mol. Its spin multiplicity is 2. The expectation value of S² is 0.76. The net charge is -1. Its HOMO-LUMO gap (alpha / beta) is 6.26 / 6.27 eV. The total energy comes out at -3269.908246 a.u.